81
Properties=species:S:1:pos:R:3:forces:R:3 method="wB97M-V/def2-TZVPD" energy_ev=-68404.5864 de_lowest_kcal_mol=0.00 orbital_gap_ha="0.2750 / 0.2423" spin_multiplicity=4 s_squared=3.7775 charge=+2
Re 0.23206 -0.66235 0.62728 -0.021 0.119 0.126
C -2.98692 -0.81610 4.86153 -0.019 -0.002 0.005
C -1.77094 -1.56923 4.48278 -0.046 0.055 -0.023
N -1.23725 -2.55350 5.12391 0.046 -0.055 0.041
N -0.14922 -2.91696 4.38321 0.034 -0.072 0.059
C 0.01269 -2.18587 3.29363 -0.004 0.033 -0.015
S 1.20480 -2.27243 2.06486 0.028 -0.069 0.081
N -1.01629 -1.31063 3.34472 -0.028 -0.007 -0.017
N -1.24146 -0.35255 2.34228 -0.051 -0.067 -0.026
H -3.36718 -1.22142 5.79587 0.006 0.003 -0.011
H -3.75805 -0.91206 4.09492 0.013 0.011 0.005
H -2.76698 0.24351 5.00441 -0.001 -0.006 0.002
H 0.42463 -3.68924 4.68776 0.015 -0.031 0.006
H -1.23873 0.56996 2.77424 0.057 0.075 -0.005
H -2.17882 -0.50106 1.94775 -0.036 0.035 -0.008
O -0.97788 0.62355 -0.57935 -0.121 0.243 -0.026
C -2.25922 0.02635 -1.05764 0.035 -0.024 -0.071
C -2.12091 -1.50128 -0.89095 -0.072 -0.093 0.017
O -2.87578 -2.25615 -1.42175 0.122 0.082 0.011
O -1.17735 -1.87630 -0.02022 0.069 0.017 -0.035
C -3.32854 0.54663 -0.11200 0.036 -0.044 0.081
C -3.49747 1.92593 0.00313 0.017 0.015 0.013
C -4.41245 2.44747 0.90301 -0.004 0.029 0.009
C -5.17390 1.59700 1.69823 0.006 0.001 0.014
C -5.02232 0.22432 1.57970 0.009 0.008 -0.007
C -4.10058 -0.30414 0.67828 -0.062 -0.001 -0.058
C -2.42190 0.40491 -2.51257 -0.160 -0.033 0.029
C -1.31157 0.41607 -3.35594 0.055 -0.058 -0.028
C -1.46011 0.73212 -4.69863 0.040 -0.009 0.013
C -2.71870 1.00873 -5.20963 -0.040 0.005 -0.006
C -3.82987 0.96129 -4.37886 0.006 0.005 -0.042
C -3.68525 0.66155 -3.03363 0.062 0.061 0.055
H -0.60970 1.14502 -1.31027 0.050 -0.128 -0.083
H -2.92731 2.59419 -0.63316 -0.009 -0.019 0.021
H -4.54761 3.51935 0.97264 0.002 -0.026 0.000
H -5.89883 2.00656 2.38957 0.005 -0.005 -0.017
H -5.64395 -0.44276 2.16444 0.010 0.003 -0.023
H -4.03627 -1.37993 0.55637 0.000 0.001 -0.003
H -0.32482 0.12468 -2.99960 -0.042 0.008 -0.001
H -0.59343 0.74082 -5.34679 -0.020 0.000 0.007
H -2.83709 1.24820 -6.25793 0.004 -0.003 0.014
H -4.81487 1.15937 -4.78004 0.014 -0.005 0.007
H -4.55561 0.62493 -2.39194 -0.004 -0.003 -0.007
N 5.44407 0.65382 2.86295 0.023 -0.009 -0.086
C 4.97965 1.82026 2.36091 0.015 0.035 0.027
O 5.67946 2.76951 2.08926 -0.035 -0.074 -0.002
C 3.49236 1.92026 2.10536 -0.019 0.039 0.022
C 2.94280 3.19572 2.03949 0.006 -0.006 0.009
C 1.59913 3.33949 1.73727 0.000 0.004 0.017
C 0.86324 2.20963 1.44956 -0.013 0.003 -0.002
N 1.39116 0.97247 1.48103 -0.006 -0.035 -0.019
C 2.68279 0.83680 1.83657 0.000 -0.058 -0.035
H 6.43023 0.59813 3.06251 0.014 -0.006 0.018
H 4.84808 -0.07058 3.21828 -0.021 0.033 0.047
H 3.58916 4.04713 2.21184 -0.014 0.003 0.009
H 1.13130 4.31283 1.69191 0.002 -0.011 0.002
H -0.17447 2.28441 1.14483 -0.015 -0.004 0.009
H 3.06653 -0.17408 1.83589 0.001 0.036 0.021
C 1.25938 -3.99333 -3.79326 0.001 0.004 -0.007
C 1.80581 -2.75619 -4.11529 0.008 0.000 -0.025
C 1.90723 -1.76594 -3.15724 -0.001 0.020 0.039
C 1.44189 -1.99945 -1.85352 -0.013 -0.017 0.036
C 0.90790 -3.25254 -1.53118 0.017 0.023 -0.027
C 0.82035 -4.23712 -2.49925 -0.006 -0.008 0.013
N 1.50857 -0.96548 -0.89015 0.031 -0.040 -0.147
C 2.62307 -0.07210 -1.03507 -0.019 -0.006 0.007
C 2.42718 1.26868 -1.34337 0.049 0.000 -0.035
C 3.51202 2.13351 -1.39402 -0.020 -0.003 -0.007
C 4.79137 1.66073 -1.13596 0.032 -0.001 -0.018
C 4.98768 0.31368 -0.85495 0.035 0.012 -0.023
C 3.90906 -0.55594 -0.81232 -0.032 -0.012 -0.006
H 1.18549 -4.76623 -4.54627 0.002 0.008 0.009
H 2.15628 -2.56273 -5.12087 -0.006 -0.004 0.025
H 2.33362 -0.80624 -3.41932 0.001 0.007 0.021
H 0.58191 -3.46621 -0.52486 -0.012 0.010 0.017
H 0.41216 -5.20439 -2.23757 0.009 0.019 -0.006
H 1.43287 1.64008 -1.56673 0.016 0.001 -0.001
H 3.35853 3.17570 -1.64351 0.005 -0.012 -0.002
H 5.63475 2.33766 -1.16495 -0.011 -0.013 0.011
H 5.98667 -0.06133 -0.67240 -0.022 0.010 -0.005
H 4.05164 -1.60915 -0.59922 -0.002 0.003 -0.008